ORCA calculation (the ωB97M-V functional and the def2-TZVPD basis) on an isolated molecule of C3H3FS2 in a non-equilibrium geometry.

Properties
* net charge: 0
* LUMO: -0.8 eV
* DFT total energy: -27545.9546 eV
* ΔE to the lowest compared entry with this formula, charge and spin: 52.7 kJ/mol
* largest force on an atom: 2.77 eV/Å
* HOMO level: -8.8 eV

CARTESIAN COORDINATES (ANGSTROEM)
F 0.407 -2.016 0.289
C -0.656 -0.096 -0.365
H -1.614 0.114 -0.828
C 0.335 0.876 -0.085
H 1.770 1.829 1.575
S 0.259 2.287 -0.924
S 1.379 0.547 1.342
H -1.303 -2.126 -0.724
C -0.577 -1.416 -0.279

=====

ORCA calculation (the ωB97M-V functional and the def2-TZVPD basis) on C3H3GaLiO3 as an isolated structure in a non-equilibrium geometry.

Properties
* net charge: +2
* LUMO (spin up / spin down): -9.6 / -11.4 eV
* DFT total energy: -61858.5196 eV
* ΔE to the lowest compared entry with this formula, charge and spin: 261.6 kJ/mol
* spin multiplicity: 2
* largest force on an atom: 9.99 eV/Å
* HOMO level (spin up / spin down): -17.8 / -19.1 eV

CARTESIAN COORDINATES (ANGSTROEM)
H 1.920 -1.047 1.030
C -1.942 -1.149 0.541
C 0.156 -0.126 0.187
C 1.546 -0.155 0.499
O -2.381 -0.584 -0.469
O 2.343 0.665 0.004
O -0.635 -0.945 0.894
H -0.212 0.247 -0.772
Ga -3.555 -1.663 0.395
H 0.504 2.537 -1.253
Li 2.257 2.221 -1.056